Record 1
ORCA calculation (wB97M-V/def2-TZVPD) on a cluster of 2 separate species, C7H13N in total at a distorted geometry.

Multiplicity: 1
Frontier orbital gap: 0.377 Eh
Total charge: 0
HOMO level: -9.7 eV
SMILES string: [H]/N=C(/C)C=C.C=CC
ΔE to the lowest compared entry with this formula, charge and spin: 41.46 kcal per mole

Geometry (Å):
H -2.5506 1.4042 -1.4518
N -2.5897 0.9720 -0.5282
C -1.8730 -0.0639 -0.3990
C -1.8915 -0.7594 0.9271
C -0.9670 -0.5787 -1.4437
C -0.2943 -1.7364 -1.3832
H -0.8833 -0.8277 1.3296
H -2.5160 -0.2004 1.6147
H -2.2875 -1.7660 0.8141
H -1.0436 -0.0543 -2.3935
H -0.4043 -2.4118 -0.5507
H 0.1533 -2.1555 -2.2724
C 2.1909 -0.4226 0.3912
C 1.6068 0.7459 0.2516
C 1.8903 1.9821 1.0330
H 1.8303 -1.2627 -0.2441
H 2.9659 -0.6021 1.1207
H 0.7907 0.8143 -0.5032
H 2.6531 1.8097 1.7891
H 2.2343 2.7782 0.3717
H 0.9851 2.3351 1.5269

=====

Record 2
ORCA calculation (wB97M-V/def2-TZVPD) on a structure of composition C7H13N at a distorted geometry.

Multiplicity: 1
Frontier orbital gap: 0.354 Eh
Total charge: 0
HOMO level: -8.7 eV
ΔE to the lowest compared entry with this formula, charge and spin: 89.77 kcal per mole

Geometry (Å):
C 0.4641 -0.5774 2.0355
C -1.9825 1.2295 1.6818
C 0.1985 0.0416 0.8939
C 0.2266 -1.6715 -0.9771
C 1.7820 0.4542 -0.8700
C -0.6470 0.5949 -1.3720
C 0.4374 -0.1942 -0.5697
N -0.8815 1.6129 1.2879
H -0.0329 -0.3390 2.9436
H 1.0678 -1.4599 1.8515
H -2.7361 2.0395 1.8250
H -2.1311 0.1809 2.0685
H 0.1493 -1.8363 -2.0515
H -0.6423 -2.1192 -0.4943
H 1.0951 -2.3095 -0.8431
H 2.4446 0.3836 0.0133
H 2.1915 -0.0726 -1.7634
H 1.5804 1.5139 -0.9759
H -1.6009 0.1959 -1.1420
H -0.2689 0.5919 -2.3905
H -0.7140 1.7407 -1.1515

=====

Record 3
ORCA calculation (wB97M-V/def2-TZVPD) on an isolated molecule of C7H13N at a distorted geometry.

Multiplicity: 1
Frontier orbital gap: 0.369 Eh
Total charge: 0
HOMO level: -9.0 eV
SMILES string: CC=C=CCN(C)C
ΔE to the lowest compared entry with this formula, charge and spin: 68.93 kcal per mole

Geometry (Å):
C -1.3706 -3.0332 1.4493
C -1.3686 -2.5888 0.0185
C -1.1554 -1.3146 -0.3088
C -0.8778 -0.0466 -0.5777
C 0.4599 0.5334 -0.8829
N 1.0738 1.3553 0.1805
C 0.2729 2.6138 0.2612
C 2.4228 1.7530 -0.3219
H -0.8625 -4.1036 1.4774
H -0.9282 -2.3038 2.1913
H -2.4638 -3.1935 1.7271
H -1.6438 -3.4277 -0.6867
H -1.6896 0.6638 -0.4357
H 1.0631 -0.3282 -1.1386
H 0.4436 1.1394 -1.7692
H 0.2394 3.0598 -0.7579
H 0.5946 3.4329 1.0249
H -0.7087 2.4261 0.6404
H 2.2846 2.4913 -1.2280
H 2.9634 0.8542 -0.6390
H 2.8923 2.3012 0.5046